132
Properties=species:S:1:pos:R:3:lowdin_charge:R:1 method="wB97M-V/def2-TZVPD" largest_force_ha_per_bohr=0.0456 charge=-2 energy_ev=-256213.616 multiplicity=1 de_lowest_kj_mol=220.50
K 0.227 -0.972 -1.496 0.59
I 3.502 -0.899 -2.161 1.06
C 4.721 -2.689 -1.917 -1.09
I 3.964 -4.051 -0.433 0.64
H 5.709 -2.396 -1.580 -0.08
H 4.788 -3.256 -2.840 -0.07
C -1.509 6.116 2.391 -0.11
O -0.670 6.972 1.671 -0.10
C -0.452 6.660 0.338 -0.27
C -0.981 5.550 -0.305 -0.02
C -0.710 5.324 -1.637 -0.02
C 0.071 6.217 -2.388 -0.34
C 0.596 7.339 -1.716 -0.04
C 0.355 7.543 -0.380 -0.02
N 0.176 6.167 -3.747 0.02
N 0.146 5.135 -4.484 0.04
C 0.440 3.855 -4.156 -0.29
C -0.138 2.887 -5.004 -0.04
C -0.018 1.539 -4.793 -0.03
C 0.778 0.993 -3.753 -0.41
O 0.877 -0.237 -3.522 -0.28
C 1.531 1.970 -2.982 -0.16
N 2.446 1.482 -2.143 -0.07
C 3.180 2.280 -1.412 -0.17
C 3.099 3.664 -1.517 -0.02
C 2.210 4.201 -2.417 0.00
C 1.352 3.372 -3.155 -0.09
H -1.558 6.518 3.402 0.09
H -1.117 5.094 2.435 0.09
H -2.519 6.092 1.961 0.09
H -1.594 4.837 0.225 0.08
H -1.125 4.451 -2.119 0.10
H 1.218 8.024 -2.274 0.10
H 0.786 8.387 0.137 0.11
H -0.753 3.260 -5.814 0.10
H -0.538 0.836 -5.431 0.10
H 3.882 1.799 -0.749 0.06
H 3.746 4.297 -0.929 0.11
H 2.204 5.267 -2.580 0.10
C -5.294 -3.356 3.856 -0.06
C -5.332 -4.140 2.535 -0.56
C -4.812 -5.564 2.774 -0.05
C -6.792 -4.236 2.081 -0.07
C -4.443 -3.429 1.523 -0.20
C -3.105 -3.211 1.836 -0.11
C -2.298 -2.522 0.965 -0.54
Br -0.456 -2.210 1.416 0.80
C -2.717 -1.994 -0.282 -0.47
O -1.912 -1.342 -1.016 -0.32
C -4.085 -2.275 -0.604 -0.10
C -4.889 -2.957 0.289 0.00
C -4.592 -1.804 -1.961 -0.53
C -3.769 -2.485 -3.060 -0.04
C -6.067 -2.138 -2.203 -0.07
C -4.425 -0.284 -2.065 -0.04
H -5.938 -3.818 4.604 0.07
H -5.630 -2.334 3.692 0.09
H -4.284 -3.317 4.252 0.07
H -5.428 -6.083 3.509 0.07
H -3.789 -5.547 3.137 0.07
H -4.831 -6.132 1.847 0.08
H -7.389 -4.724 2.853 0.08
H -6.877 -4.822 1.169 0.08
H -7.209 -3.248 1.905 0.08
H -2.680 -3.574 2.760 0.09
H -5.916 -3.133 0.010 0.08
H -3.874 -3.566 -2.990 0.08
H -2.721 -2.227 -2.951 0.07
H -4.105 -2.167 -4.046 0.08
H -6.227 -3.214 -2.183 0.08
H -6.367 -1.771 -3.183 0.08
H -6.704 -1.670 -1.455 0.08
H -3.384 -0.028 -1.902 0.07
H -5.039 0.211 -1.314 0.07
H -4.724 0.073 -3.049 0.08
C -3.377 2.476 -0.014 -0.07
N -2.170 1.772 0.313 -0.17
C -2.130 1.136 1.605 -0.03
C -1.167 1.623 -0.559 -0.34
O -0.120 1.066 -0.336 -0.10
H -3.508 3.341 0.646 0.08
H -4.245 1.822 0.096 0.08
H -3.329 2.825 -1.042 0.09
H -2.211 1.878 2.403 0.09
H -1.187 0.609 1.700 0.06
H -2.947 0.418 1.697 0.09
H -1.382 2.096 -1.533 0.14
C 4.127 -3.094 5.598 -0.14
C 2.890 -2.666 5.138 -0.12
C 2.808 -1.813 4.057 -0.13
C 3.950 -1.364 3.391 -0.33
C 5.182 -1.818 3.864 -0.12
C 5.274 -2.658 4.956 -0.12
Si 3.764 -0.285 1.844 0.70
C 3.230 1.429 2.506 -0.32
C 3.862 1.956 3.630 -0.11
C 3.565 3.224 4.098 -0.12
C 2.630 3.998 3.432 -0.12
C 1.991 3.492 2.313 -0.10
C 2.278 2.213 1.865 -0.11
C 5.473 0.025 1.106 -0.34
C 5.871 1.302 0.696 -0.14
C 7.021 1.506 -0.040 -0.11
C 7.834 0.432 -0.377 -0.13
C 7.471 -0.843 0.035 -0.13
C 6.306 -1.040 0.744 -0.17
H 4.195 -3.764 6.446 0.08
H 1.985 -3.007 5.627 0.09
H 1.838 -1.491 3.707 0.07
H 6.091 -1.492 3.378 0.08
H 6.247 -2.972 5.319 0.09
H 4.606 1.360 4.143 0.10
H 4.067 3.615 4.976 0.09
H 2.405 4.998 3.776 0.09
H 1.277 4.110 1.785 0.08
H 1.751 1.826 1.004 0.07
H 5.267 2.157 0.976 0.09
H 7.294 2.507 -0.355 0.09
H 8.742 0.584 -0.945 0.08
H 8.100 -1.692 -0.211 0.09
H 6.019 -2.041 1.039 0.06
Br -0.989 -7.315 -5.531 0.69
C -0.238 -6.034 -4.331 -0.67
C -1.031 -5.447 -3.352 -0.10
C -0.432 -4.533 -2.506 -0.11
N 0.852 -4.194 -2.578 0.09
C 1.586 -4.768 -3.524 -0.14
C 1.106 -5.694 -4.429 -0.11
H -2.075 -5.702 -3.254 0.10
H -1.009 -4.050 -1.730 0.11
H 2.626 -4.473 -3.557 0.09
H 1.745 -6.138 -5.177 0.10

=====

133
Properties=species:S:1:pos:R:3:lowdin_charge:R:1 method="wB97M-V/def2-TZVPD" largest_force_ha_per_bohr=0.0112 charge=+2 energy_ev=-91740.127 multiplicity=6 de_lowest_kj_mol=19.50
Rh 0.664 0.254 -0.069 1.17
C 4.744 -0.335 -1.802 -0.09
C 4.385 -0.670 -3.123 -0.08
C 3.099 -0.489 -3.545 -0.02
C 2.132 0.048 -2.656 -0.24
N 2.484 0.291 -1.361 -0.01
C 3.748 0.121 -0.973 -0.16
C 0.800 0.396 -3.024 -0.23
C 0.289 0.331 -4.346 -0.03
C -0.914 0.899 -4.641 -0.06
C -1.653 1.567 -3.632 -0.04
C -1.126 1.568 -2.364 -0.38
N 0.004 0.926 -2.019 0.00
H 5.758 -0.423 -1.445 0.09
H 5.126 -1.057 -3.808 0.10
H 2.821 -0.736 -4.557 0.10
H 3.953 0.374 0.062 0.11
H 0.872 -0.137 -5.122 0.10
H -1.299 0.868 -5.650 0.11
H -2.548 2.122 -3.848 0.10
H -1.293 2.022 -0.402 0.05
F 4.457 -4.681 -2.233 0.07
C 4.521 -4.174 -0.983 -0.18
C 3.488 -3.400 -0.545 0.09
C 3.531 -2.805 0.722 -0.05
C 2.469 -1.869 1.078 -0.31
O 1.457 -1.768 0.331 -0.10
C 2.684 -1.121 2.269 -0.03
C 3.720 -1.479 3.078 0.05
N 4.661 -2.413 2.804 0.04
C 5.561 -2.711 3.909 -0.22
C 7.048 -2.818 3.804 -0.07
C 6.213 -4.029 4.166 -0.07
C 4.635 -3.033 1.557 -0.09
C 5.681 -3.838 1.079 0.05
C 5.658 -4.407 -0.187 -0.12
N 6.759 -5.200 -0.601 -0.09
C 8.101 -4.687 -0.379 -0.13
C 8.979 -5.839 0.116 -0.06
N 8.457 -7.112 -0.503 0.06
C 7.979 -6.852 -1.899 -0.08
C 6.706 -6.001 -1.820 -0.13
C 1.800 0.015 2.751 -0.61
O 1.620 0.134 3.953 0.05
O 1.349 0.811 1.855 -0.15
H 2.651 -3.196 -1.195 0.14
H 3.804 -0.991 4.039 0.15
H 5.193 -2.209 4.792 0.15
H 7.624 -2.345 4.585 0.11
H 7.507 -2.758 2.829 0.09
H 6.223 -4.366 5.191 0.11
H 6.092 -4.826 3.449 0.09
H 6.535 -4.032 1.699 0.08
H 8.105 -3.895 0.365 0.12
H 8.510 -4.251 -1.299 0.14
H 8.924 -5.971 1.195 0.14
H 10.020 -5.732 -0.183 0.14
H 7.663 -7.438 0.054 0.19
H 9.171 -7.842 -0.483 0.19
H 7.796 -7.806 -2.391 0.14
H 8.801 -6.349 -2.408 0.14
H 5.832 -6.651 -1.779 0.14
H 6.640 -5.406 -2.736 0.14
C -8.639 -1.956 -4.666 -0.03
C -7.408 -1.665 -3.863 -0.24
C -7.074 -0.370 -3.500 0.01
C -5.932 -0.085 -2.756 -0.31
C -5.679 1.346 -2.386 -0.06
C -5.121 -1.156 -2.373 -0.41
Te -3.438 -0.758 -1.217 1.81
N -1.769 2.192 -1.277 0.10
C -2.335 3.471 -1.353 -0.40
O -3.037 3.809 -2.278 0.10
C -2.053 4.343 -0.177 -0.14
C -3.012 5.281 0.195 -0.01
C -2.762 6.139 1.251 -0.06
C -1.547 6.083 1.921 -0.07
C -0.580 5.164 1.542 -0.07
C -0.834 4.286 0.498 -0.03
C -3.916 -1.924 0.450 -0.41
C -2.965 -2.823 0.942 -0.32
C -1.655 -3.114 0.269 -0.08
C -3.264 -3.516 2.112 0.00
C -4.457 -3.325 2.791 -0.25
C -4.763 -4.076 4.051 -0.03
C -5.375 -2.411 2.277 0.00
C -5.132 -1.697 1.116 -0.30
C -6.166 -0.718 0.642 -0.05
C -5.419 -2.481 -2.728 -0.29
C -4.549 -3.644 -2.349 -0.06
C -6.562 -2.705 -3.474 0.01
H -9.208 -1.051 -4.866 0.08
H -9.285 -2.659 -4.138 0.09
H -8.376 -2.412 -5.621 0.09
H -7.718 0.448 -3.798 0.13
H -6.505 1.732 -1.788 0.10
H -5.612 1.964 -3.282 0.10
H -4.761 1.517 -1.816 0.02
H -3.941 5.329 -0.355 0.12
H -3.508 6.863 1.544 0.11
H -1.351 6.764 2.736 0.11
H 0.371 5.128 2.053 0.11
H -0.056 3.591 0.189 0.11
H -1.420 -2.435 -0.554 0.02
H -1.660 -4.127 -0.138 0.10
H -0.832 -3.040 0.979 0.08
H -2.539 -4.220 2.500 0.13
H -3.892 -4.619 4.412 0.08
H -5.565 -4.797 3.882 0.09
H -5.097 -3.399 4.837 0.09
H -6.304 -2.243 2.808 0.13
H -6.853 -0.482 1.452 0.09
H -6.745 -1.124 -0.188 0.09
H -5.728 0.225 0.306 0.06
H -3.483 -3.407 -2.425 0.06
H -4.740 -4.483 -3.013 0.09
H -4.742 -3.971 -1.326 0.09
H -6.802 -3.719 -3.771 0.13
C -1.392 2.106 3.944 -0.01
C -2.167 0.858 3.518 -0.56
C -3.671 1.141 3.417 -0.02
C -1.891 -0.311 4.471 -0.01
C -1.719 0.458 2.180 -0.10
N -1.428 0.145 1.108 0.13
H -1.705 2.363 4.955 0.10
H -1.614 2.946 3.288 0.08
H -0.322 1.916 3.940 0.08
H -4.028 1.464 4.394 0.10
H -4.221 0.247 3.125 0.07
H -3.875 1.937 2.700 0.09
H -2.299 -0.058 5.448 0.10
H -0.820 -0.476 4.572 0.08
H -2.372 -1.224 4.122 0.08

=====

146
Properties=species:S:1:pos:R:3:lowdin_charge:R:1 method="wB97M-V/def2-TZVPD" largest_force_ha_per_bohr=0.0116 energy_ev=-215816.306 multiplicity=1 de_lowest_kj_mol=0.00
Pt 0.723 0.152 0.210 0.87
O 3.554 4.290 -1.609 -0.32
S 3.648 3.972 -0.202 0.66
O 4.949 3.727 0.338 -0.27
N 2.636 2.704 0.091 -0.06
C 1.663 3.056 0.862 -0.69
S 0.363 2.044 1.352 0.72
C 1.659 4.487 1.295 -0.23
C 0.713 5.178 2.030 -0.02
C 0.889 6.545 2.198 -0.06
C 1.983 7.202 1.642 -0.06
C 2.935 6.507 0.907 -0.03
C 2.747 5.149 0.762 -0.22
H -0.145 4.667 2.447 0.10
H 0.159 7.112 2.761 0.11
H 2.085 8.272 1.771 0.11
H 3.787 7.009 0.467 0.13
O 1.088 -1.530 -0.990 -0.46
P 0.495 -2.436 -2.052 0.87
C 1.505 -2.247 -3.571 -0.32
C 1.273 -3.280 -4.705 -0.19
C 2.515 -3.437 -5.593 -0.19
C 3.179 -2.080 -5.794 -0.19
C 3.776 -1.584 -4.469 -0.18
C 3.007 -2.130 -3.257 -0.20
C 0.457 -4.179 -1.532 -0.31
C 1.792 -4.936 -1.693 -0.18
C 2.881 -4.516 -0.705 -0.17
C 2.318 -4.273 0.703 -0.18
C 0.962 -4.949 0.869 -0.19
C -0.066 -4.309 -0.067 -0.17
C -1.173 -1.817 -2.525 -0.32
C -1.914 -2.501 -3.690 -0.17
C -2.793 -3.681 -3.277 -0.19
C -3.794 -3.254 -2.211 -0.19
C -3.054 -2.711 -0.996 -0.19
C -2.147 -1.541 -1.363 -0.20
H 1.184 -1.258 -3.926 0.12
H 0.458 -2.942 -5.344 0.10
H 0.973 -4.250 -4.303 0.10
H 2.212 -3.866 -6.550 0.11
H 3.228 -4.138 -5.149 0.12
H 2.424 -1.377 -6.162 0.11
H 3.952 -2.129 -6.561 0.11
H 3.801 -0.493 -4.446 0.09
H 4.813 -1.916 -4.391 0.12
H 3.168 -1.499 -2.384 0.10
H 3.400 -3.113 -3.003 0.09
H -0.257 -4.637 -2.222 0.10
H 2.156 -4.868 -2.719 0.09
H 1.561 -5.992 -1.534 0.12
H 3.382 -3.611 -1.047 0.09
H 3.637 -5.304 -0.686 0.12
H 2.190 -3.201 0.857 0.09
H 3.021 -4.630 1.456 0.11
H 0.600 -4.863 1.896 0.10
H 1.049 -6.020 0.667 0.12
H -0.309 -3.321 0.338 0.09
H -0.984 -4.898 -0.058 0.11
H -0.846 -0.832 -2.886 0.10
H -1.226 -2.804 -4.475 0.08
H -2.568 -1.743 -4.133 0.13
H -2.183 -4.503 -2.891 0.10
H -3.310 -4.063 -4.159 0.11
H -4.438 -4.088 -1.927 0.11
H -4.443 -2.474 -2.625 0.12
H -2.469 -3.516 -0.549 0.09
H -3.762 -2.382 -0.234 0.09
H -1.603 -1.190 -0.483 0.03
H -2.788 -0.714 -1.688 0.12
F -5.472 4.442 2.582 0.06
C -4.674 3.355 2.617 -0.28
C -4.441 2.665 1.447 0.00
C -3.612 1.551 1.505 -0.14
C -3.026 1.136 2.697 -0.39
C -3.303 1.857 3.857 -0.11
C -4.127 2.972 3.827 0.00
Sb -1.848 -0.656 2.668 1.51
C -0.657 -0.268 4.394 -0.39
C -0.307 -1.340 5.214 -0.16
C 0.488 -1.165 6.337 -0.01
C 0.952 0.104 6.614 -0.28
F 1.728 0.290 7.699 0.06
C 0.651 1.190 5.817 0.01
C -0.159 0.995 4.707 -0.13
C -3.388 -1.746 3.733 -0.37
C -3.503 -1.836 5.118 -0.11
C -4.601 -2.444 5.714 -0.01
C -5.592 -2.957 4.903 -0.29
F -6.664 -3.545 5.473 0.05
C -5.525 -2.888 3.527 -0.01
C -4.415 -2.279 2.957 -0.14
H -4.891 2.997 0.520 0.12
H -3.446 0.985 0.594 0.07
H -2.873 1.551 4.804 0.10
H -4.355 3.537 4.720 0.12
H -0.662 -2.341 4.988 0.10
H 0.764 -1.993 6.977 0.12
H 1.052 2.164 6.064 0.12
H -0.381 1.843 4.071 0.06
H -2.736 -1.423 5.760 0.09
H -4.697 -2.516 6.789 0.12
H -6.324 -3.302 2.927 0.12
H -4.363 -2.221 1.875 0.07
Br 1.752 -4.983 5.281 0.73
C 2.620 -3.348 4.883 -0.68
C 3.706 -2.936 5.640 -0.19
N 4.340 -1.791 5.409 0.09
C 3.901 -1.026 4.412 -0.06
C 2.821 -1.364 3.604 -0.10
C 2.165 -2.558 3.849 -0.09
C 2.384 -0.413 2.521 -0.60
O 2.896 0.682 2.430 0.04
O 1.446 -0.910 1.750 -0.30
H 4.067 -3.546 6.460 0.10
H 4.418 -0.091 4.234 0.12
H 1.307 -2.836 3.257 0.10
C -1.846 6.802 -2.508 -0.10
C -0.783 6.326 -3.490 -0.29
S 0.592 5.577 -2.631 0.65
O 0.078 4.769 -1.548 -0.28
O 1.554 6.611 -2.364 -0.29
C 1.335 4.456 -3.806 -0.19
C 0.500 3.273 -4.297 -0.11
N -0.034 2.417 -3.229 0.07
C 0.754 1.669 -2.423 -0.28
N 0.055 1.210 -1.386 -0.09
C -1.205 1.712 -1.488 -0.05
C -1.281 2.438 -2.626 -0.14
N -2.481 3.004 -3.152 -0.32
O -3.478 2.887 -2.471 0.10
O -2.449 3.544 -4.249 0.07
C 2.171 1.361 -2.722 0.02
H -2.734 7.110 -3.059 0.08
H -1.489 7.647 -1.921 0.08
H -2.124 6.004 -1.821 0.07
H -0.343 7.151 -4.050 0.10
H -1.189 5.594 -4.185 0.07
H 2.239 4.140 -3.278 0.07
H 1.636 5.066 -4.659 0.12
H 1.142 2.642 -4.911 0.13
H -0.332 3.589 -4.912 0.11
H -1.970 1.519 -0.762 0.10
H 2.287 1.094 -3.775 0.08
H 2.481 0.534 -2.089 0.07
H 2.812 2.212 -2.497 0.07

=====

Question: Which value of multiplicity does entry 3 give?
Answer: 1

=====

Question: Which of these has the highest multiplicity?
Answer: C57H62FN7O4RhTe

=====

Question: Look up the multiplicity of the third one.
Answer: 1